C6H4N2O in the gas phase, computed with the ωB97M-V functional and the def2-TZVPD basis.

Calculated values
- LUMO energy (eV) = -0.80
- ΔE to the lowest compared entry with this formula, charge and spin (kcal per mole) = 55.5
- SMILES = O=C1C=Cn2cncc21

Geometry as ORCA input:
```
! wB97M-V def2-TZVPD RIJCOSX def2/J DEFGRID3
* xyz 0 1
O 1.59292 -2.09183 0.79732
C 1.09235 -1.20787 0.14267
C 0.57019 -1.34412 -1.23428
C -0.32304 -0.38938 -1.54403
N -0.19642 0.47465 -0.35321
C -0.96076 1.54834 0.07291
N -0.72872 1.90588 1.39860
C 0.20918 0.88843 1.77910
C 0.70466 0.11686 0.67416
H 0.80548 -2.18951 -1.98392
H -1.27101 -0.44146 -2.28661
H -1.76523 2.15661 -0.40090
H 0.27039 0.57340 2.93820
*
```


A molecular structure, C31H75O10PTa, computed with the ωB97M-V functional and the def2-TZVPD basis.

Calculated values
- LUMO energy (eV) = 2.10

Geometry as ORCA input:
```
! wB97M-V def2-TZVPD RIJCOSX def2/J DEFGRID3
* xyz -1 1
C 2.91912 -4.98029 1.40948
C 3.49345 -3.44064 1.71799
C 2.28030 -2.57036 2.39240
O 1.71828 -3.08369 3.52196
O 1.69544 -1.32308 1.88549
C 2.69492 -0.38487 1.37049
C 2.36404 1.20010 1.55116
Ta 0.18672 1.85031 1.08220
C -1.89805 2.77560 0.70172
C -2.89134 1.93431 -0.28473
C -3.67121 0.66738 0.41047
C -5.30530 0.87246 0.49434
C -5.72848 1.34930 2.00996
C -6.11138 0.10500 3.01454
O -5.61401 -1.20554 2.56874
C -4.69799 -1.81993 3.54323
C -0.12173 0.18308 -0.51300
C 0.13870 0.73503 -2.07075
C -0.18253 -0.42705 -3.20449
O -1.39190 -0.96551 -3.39937
O 0.94942 -0.89441 -4.07065
C 1.03638 3.37374 -0.51128
C 0.99212 4.89334 0.18638
C 0.66796 6.05281 -0.94041
C 2.32421 5.22756 1.08295
P -0.84546 0.46530 3.00360
C -2.28221 1.35644 3.89211
C 0.54759 0.37805 4.36431
H 3.80808 -5.67485 1.04066
H 2.00120 -4.98948 0.68240
H 2.57650 -5.41382 2.45187
H 4.35623 -3.50512 2.51872
H 3.91762 -2.93870 0.75005
H 2.91872 -0.57423 0.21387
H 3.72166 -0.61161 1.93527
H 3.05944 1.78042 0.77274
H 2.74917 1.57362 2.61745
H 0.45181 3.23279 2.33777
H -1.72266 3.83275 0.17488
H -2.52161 3.03218 1.67958
H -3.75118 2.69695 -0.61104
H -2.41607 1.55797 -1.28617
H -3.47163 -0.28519 -0.27854
H -3.29480 0.37529 1.47808
H -5.78092 -0.17279 0.17615
H -5.69220 1.64409 -0.32447
H -6.71546 2.00220 1.89550
H -4.90816 2.06919 2.43556
H -5.79800 0.41218 4.10167
H -7.30010 0.03959 3.01959
H -3.58339 -1.61083 3.17413
H -4.83676 -3.00540 3.55710
H -4.84181 -1.47055 4.65071
H 0.59290 -0.74427 -0.40504
H -1.22270 -0.27783 -0.52320
H 1.27084 1.01428 -2.17102
H -0.51431 1.66596 -2.34246
H 1.61938 -0.12440 -4.07350
H 2.16468 3.11630 -0.75286
H 0.36306 3.45534 -1.46427
H 0.07202 4.86495 0.93884
H 1.27832 7.03737 -0.78043
H 0.87694 5.56647 -1.99017
H -0.49454 6.29424 -0.84561
H 1.97725 5.78286 2.06932
H 3.01587 5.98807 0.48349
H 2.93129 4.26057 1.40974
H -2.19424 1.05423 5.04426
H -3.36647 0.97754 3.57097
H -2.20236 2.53381 3.84545
H 1.09591 -0.65922 4.36454
H 0.07621 0.56250 5.44633
H 1.25342 1.29718 4.17530
C 2.41986 -2.12142 -7.92993
C 3.22606 -1.43679 -6.84563
O 2.77725 -0.09999 -6.67845
H 2.51440 -1.58221 -8.87814
H 2.75658 -3.15183 -8.07435
H 1.35541 -2.13080 -7.67373
H 4.28585 -1.41001 -7.11567
H 3.12631 -1.96274 -5.89122
H 1.83740 -0.13512 -6.43057
C -8.63278 -3.16112 6.78002
C -7.43337 -3.17450 5.85503
O -6.41965 -2.31961 6.36290
H -9.02810 -2.14527 6.88273
H -9.42535 -3.81195 6.40020
H -8.35171 -3.49642 7.78370
H -7.71365 -2.81801 4.85947
H -7.02444 -4.18480 5.75734
H -6.17183 -2.64972 7.24360
C 1.70736 -6.36717 -3.47591
C 2.27749 -6.19271 -2.08347
O 3.08669 -5.02691 -2.03325
H 2.51217 -6.44810 -4.21381
H 1.08450 -7.26429 -3.53262
H 1.10246 -5.49935 -3.75838
H 2.89894 -7.05170 -1.81381
H 1.47878 -6.09811 -1.34145
H 2.52349 -4.26887 -2.26604
C 4.04980 4.33457 5.62676
C 2.59467 4.05376 5.31353
O 2.49251 2.93334 4.44715
H 4.61043 4.53070 4.70698
H 4.14611 5.19855 6.29028
H 4.51713 3.46805 6.10588
H 2.13746 4.91365 4.81520
H 2.03003 3.84396 6.22712
H 2.89374 2.17321 4.90236
C 4.78737 0.33355 -9.88116
C 4.38042 0.05771 -11.31388
O 5.53322 -0.17895 -12.10853
H 5.45169 1.20238 -9.83038
H 3.91008 0.52257 -9.25616
H 5.34049 -0.51495 -9.46535
H 3.84738 0.91640 -11.73257
H 3.72634 -0.81750 -11.37445
H 5.99489 -0.94849 -11.73345
*
```


A gas-phase ion, C3H11N2 (charge +1), computed with the ωB97M-V functional and the def2-TZVPD basis.

Calculated values
- LUMO energy (eV) = -3.41
- ΔE to the lowest compared entry with this formula, charge and spin (kcal per mole) = 17.6
- SMILES = CNCC[NH3+]

Geometry as ORCA input:
```
! wB97M-V def2-TZVPD RIJCOSX def2/J DEFGRID3
* xyz 1 1
C 0.21524 -0.65000 1.82615
N -0.36859 0.45562 0.99194
C 0.50293 1.01217 -0.00800
C 0.46450 0.10135 -1.29411
N -0.92827 -0.47054 -1.40020
H 1.12261 -0.33242 2.33832
H 0.50801 -1.50605 1.21410
H -0.61769 -0.91455 2.46791
H -0.73238 1.10321 1.66976
H 0.14208 1.96727 -0.37945
H 1.57450 1.00104 0.21455
H 0.62025 0.74906 -2.15080
H 1.18641 -0.70810 -1.27189
H -1.50097 0.05185 -2.06582
H -0.94497 -1.42956 -1.75837
H -1.24365 -0.43034 -0.39408
*
```


Listing energy for the structures above in their given order: -11311.2206; -64663.2936; -6262.8201 eV.
Listing HOMO energy for the structures above in their given order: -9.22; -4.09; -14.11 eV.
Listing frontier orbital gap for the structures above in their given order: 0.3092; 0.2275; 0.3931 Ha.